No. 1
ORCA calculation (ωB97M-V with the def2-TZVPD basis set) on a cluster of 2 separate species, C2H7O2PS in total.

Output
LUMO (spin up / spin down) (eV): 0.9 / -2.5
HOMO level (spin up / spin down) (eV): -6.70 / -9.55
2S+1: 3
Frontier orbital gap (spin up / spin down) (eV): 7.55 / 7.09

Last column: Löwdin spin population.
Cartesian coordinates (Å):
O1 3.501 0.340 -0.226  0.978
O2 -2.112 -0.620 0.400  0.000
P1 -0.586 -0.618 -0.185  0.001
H1 -0.916 -0.386 -1.541  0.000
C1 -3.101 0.260 -0.086  0.000
H2 3.737 -0.955 1.297  0.130
H3 -4.019 0.018 0.449  0.000
H4 0.966 1.124 0.935  0.000
H5 -2.831 1.302 0.102  0.000
H6 4.629 -1.329 -0.284  0.130
S1 0.030 1.393 0.039  0.001
C2 3.956 -0.650 0.261  0.760
H7 -3.253 0.122 -1.161  0.000

Cartesian forces (eV/Å) of the 6 atoms listed first:
O -2.538 5.552 -2.739
O 0.334 -0.396 0.175
P -0.241 0.178 0.083
H -0.026 -0.064 -0.217
C -0.237 0.141 -0.021
H -0.056 0.194 -0.200


No. 2
ORCA calculation (ωB97M-V with the def2-TZVPD basis set) on an isolated molecule of C2H7O2PS2.

Output
LUMO (eV): 0.6
SMILES: CSCP(O)(O)=S
HOMO level (eV): -8.69
2S+1: 1
Frontier orbital gap (eV): 9.27

Last column: Löwdin charge in e.
Cartesian coordinates (Å):
C1 -2.073 -0.095 -1.372  -0.387
P1 1.301 -0.171 0.799  0.074
C2 0.206 1.044 0.041  -0.582
H1 2.959 -1.356 0.393  0.090
H2 -1.713 0.617 -2.153  0.045
H3 0.393 1.988 0.527  0.026
H4 -1.655 -1.088 -1.556  0.033
H5 0.428 1.177 -0.996  0.047
H6 -0.107 -0.985 2.022  0.035
S1 2.183 0.724 2.267  0.257
O1 2.361 -0.832 -0.183  -0.200
S2 -1.560 0.561 0.274  0.771
H7 -3.162 -0.194 -1.413  0.032
O2 0.439 -1.391 1.350  -0.241

Cartesian forces (eV/Å) of the 6 atoms listed first:
C 0.903 0.382 -0.262
P 1.308 1.040 2.187
C -1.001 -1.000 -0.678
H -0.137 0.367 -0.497
H -0.464 -0.598 0.547
H -0.027 0.063 0.297


No. 3
ORCA calculation (ωB97M-V with the def2-TZVPD basis set) on a cluster of 2 separate species, C2H7O3P in total.

Output
LUMO (eV): 0.2
HOMO level (eV): -8.42
2S+1: 1
Frontier orbital gap (eV): 8.65

Last column: Löwdin charge in e.
Cartesian coordinates (Å):
O1 0.265 0.702 0.671  -0.203
O2 -0.203 2.480 2.742  -0.026
H1 -1.497 -0.912 -2.242  0.107
H2 0.095 3.295 2.416  0.035
O3 -2.246 0.723 0.146  -0.321
H3 0.581 -2.035 -2.683  0.041
H4 1.385 -0.717 -2.098  0.058
H5 1.161 -2.216 -1.003  0.120
C1 0.630 -1.446 -1.786  -0.251
H6 -1.178 2.297 2.629  0.104
H7 0.191 1.327 1.494  0.071
C2 -0.712 -1.002 -1.355  -0.362
P1 -0.962 0.206 -0.226  0.625

Cartesian forces (eV/Å) of the 6 atoms listed first:
O -0.178 -0.028 0.206
O -1.469 -3.121 0.606
H 1.314 -0.315 2.400
H -0.102 1.942 -0.812
O -2.201 1.176 0.826
H -0.498 -0.549 -0.400


No. 4
ORCA calculation (ωB97M-V with the def2-TZVPD basis set) on a cluster of 3 separate species, C2H7O5S in total.

Output
LUMO (spin up / spin down) (eV): -0.1 / -0.7
HOMO level (spin up / spin down) (eV): -6.43 / -5.83
2S+1: 4
Frontier orbital gap (spin up / spin down) (eV): 6.33 / 5.17

Last column: Löwdin spin population.
Cartesian coordinates (Å):
O1 0.442 -1.078 2.316  0.483
H1 0.196 0.620 -2.147  0.000
O2 -0.142 -2.138 1.985  0.540
H2 -1.747 0.168 1.269  0.001
H3 0.726 -1.017 -2.402  0.000
H4 -0.918 -0.609 -2.821  0.000
O3 0.972 -0.143 -0.045  -0.003
O4 2.962 2.080 1.173  0.993
C1 -1.629 0.341 0.198  0.000
H5 1.041 -0.202 0.936  -0.002
C2 -0.133 -0.415 -2.108  -0.005
H6 -2.626 0.249 -0.258  0.000
O5 2.534 1.717 2.272  1.008
H7 -1.217 1.351 0.057  0.000
S1 -0.462 -0.923 -0.425  -0.015

Cartesian forces (eV/Å) of the 6 atoms listed first:
O 2.094 3.676 1.418
H -0.241 0.107 0.196
O -1.854 -2.690 -1.737
H 0.270 -0.278 -0.057
H -0.026 -0.145 0.122
H -0.523 -0.114 0.035


No. 5
ORCA calculation (ωB97M-V with the def2-TZVPD basis set) on an isolated molecule of C2H7OP.

Output
LUMO (eV): 0.9
SMILES: CC[PH2]=O
HOMO level (eV): -10.15
2S+1: 1
Frontier orbital gap (eV): 11.07

Last column: Löwdin charge in e.
Cartesian coordinates (Å):
H1 1.628 1.632 -0.066  0.093
O1 -1.013 -2.222 1.217  -0.432
H2 -2.124 -0.626 -0.127  0.012
H3 0.022 1.789 -0.914  0.065
C1 0.222 0.206 0.497  -0.416
H4 -0.241 -1.590 -1.032  -0.008
C2 0.790 1.079 -0.595  -0.164
H5 0.935 -0.223 1.133  0.048
H6 1.116 0.381 -1.408  0.070
P1 -0.898 -1.268 0.132  0.640
H7 -0.438 0.841 1.163  0.093

Cartesian forces (eV/Å) of the 6 atoms listed first:
H -0.728 -0.488 -1.350
O -0.023 -1.551 1.105
H 0.015 -0.196 -0.693
H 0.363 -0.109 -0.354
C -3.417 0.301 0.836
H -0.269 -0.782 -1.034


No. 6
ORCA calculation (ωB97M-V with the def2-TZVPD basis set) on an isolated molecule of C2H7OPS.

Output
LUMO (eV): 0.4
SMILES: CS(C)(=O)=P
HOMO level (eV): -7.98
2S+1: 1
Frontier orbital gap (eV): 8.40

Last column: Löwdin charge in e.
Cartesian coordinates (Å):
O1 -1.246 0.351 1.837  -0.537
H1 1.476 -0.951 1.338  0.010
C1 -0.429 1.304 -0.733  -0.253
H2 -1.395 1.243 -1.271  0.058
C2 1.197 -0.418 0.515  -0.244
H3 0.409 1.102 -1.325  0.023
H4 -1.094 -2.555 0.172  -0.201
P1 -1.375 -1.643 -0.889  0.428
H5 1.718 0.633 0.455  0.104
H6 -0.162 2.211 -0.164  0.084
H7 1.513 -1.131 -0.271  0.054
S1 -0.611 -0.145 0.336  0.474

Cartesian forces (eV/Å) of the 6 atoms listed first:
O 2.423 -1.860 -5.496
H 0.230 -0.888 2.936
C -1.737 -0.406 0.848
H 0.689 0.956 0.045
C 0.412 2.232 -2.343
H 0.934 -0.508 -1.375


No. 7
ORCA calculation (ωB97M-V with the def2-TZVPD basis set) on an isolated molecule of C2H7OPS.

Output
LUMO (eV): 0.7
SMILES: CS[P@@H](C)=O
HOMO level (eV): -9.51
2S+1: 1
Frontier orbital gap (eV): 10.19

Last column: Löwdin charge in e.
Cartesian coordinates (Å):
H1 -0.164 1.773 1.584  -0.015
C1 0.787 -0.184 -1.551  -0.481
H2 -0.752 -1.372 0.608  0.086
H3 -1.591 -0.336 1.705  0.006
H4 1.363 -0.884 -0.976  0.009
C2 -1.130 -0.303 0.782  -0.275
O1 1.397 -0.162 1.801  -0.409
H5 -1.823 0.083 -0.050  0.089
S1 0.874 1.503 -0.772  0.555
P1 0.351 0.616 1.091  0.332
H6 -0.349 -0.560 -1.568  0.056
H7 1.037 -0.175 -2.655  0.047

Cartesian forces (eV/Å) of the 6 atoms listed first:
H -0.079 0.958 1.064
C -2.861 -0.024 -1.849
H -0.817 1.417 -0.098
H -1.427 -0.034 1.956
H 0.474 -0.298 -0.004
C 0.425 -1.616 -2.842


No. 8
ORCA calculation (ωB97M-V with the def2-TZVPD basis set) on an isolated molecule of C2H7OPS2.

Output
LUMO (eV): -0.3
SMILES: CC[P@@](O)(=S)S
HOMO level (eV): -9.32
2S+1: 1
Frontier orbital gap (eV): 8.99

Last column: Löwdin charge in e.
Cartesian coordinates (Å):
H1 0.960 -1.412 0.434  0.123
H2 0.971 0.439 0.777  0.022
C1 0.650 -0.301 0.142  -0.432
H3 -1.542 0.155 3.007  -0.231
H4 0.145 -0.634 -1.962  0.062
P1 -1.155 -0.290 0.714  0.191
S1 -0.915 -0.958 2.795  0.446
S2 -2.721 -0.973 -0.272  0.154
H5 1.834 -0.306 -1.589  0.074
O1 -1.228 1.779 0.757  -0.408
H6 0.848 1.133 -1.393  0.104
C2 0.788 -0.008 -1.348  -0.160
H7 -1.980 2.100 0.115  0.055

Cartesian forces (eV/Å) of the 6 atoms listed first:
H -0.273 2.428 -0.407
H 1.509 1.493 1.495
C -2.765 -4.400 -0.941
H -0.766 1.201 0.827
H -0.362 0.744 -0.144
P -0.502 2.827 -0.688


One value per record, in order, for electronic energy: -26402.1698; -37243.4982; -17618.0851; -23250.2464; -13523.3650; -24354.9636; -24359.2372; -35193.6872 eV.
One value per record, in order, for maximum force: 7.239; 2.753; 3.796; 4.462; 3.566; 6.288; 3.407; 5.282 eV/A.
One value per record, in order, for energy above the lowest of the compared OMol25 structures with the same formula, charge and spin: 15.9; 5.7; 31.9; 0.0; 6.8; 117.8; 19.2; 42.4 kcal per mole.